This record from the OMol25 dataset describes a structure of composition C6H7CeO6 in a non-equilibrium geometry. The level of theory is ωB97M-V with the def2-TZVPD basis set.

XYZ file:
```
20
Properties=species:S:1:pos:R:3:lowdin_charge:R:1
H 1.90180 -2.29288 -0.63559 0.17
Ce 1.07436 0.69378 2.89110 2.19
O 3.91083 0.43497 0.32766 0.23
C 2.79169 0.02572 0.19358 -0.60
H -1.19556 1.68838 -1.71579 0.15
H -3.26597 0.55182 -1.14409 0.16
C -0.64587 -0.21854 0.43701 -0.67
C -1.42796 1.65798 -0.64246 -0.07
O 2.25578 -0.31838 -0.98095 0.10
C 0.45296 -1.23473 0.36766 0.12
H 0.69182 -1.33168 -1.76640 0.18
O -0.31133 1.08363 0.04586 -0.02
H -3.07575 0.94984 0.60443 0.15
O 1.99210 -0.42109 1.16809 -0.19
C 1.31830 -1.39216 -0.87059 -0.03
H -1.59404 2.65959 -0.23233 0.15
O -0.56759 -0.44006 1.79184 -0.21
H 0.08721 -2.23318 0.63313 0.19
C -2.55258 0.68227 -0.32511 -0.07
O -1.84019 -0.54530 -0.14705 0.07
```

LUMO (spin up / spin down) in eV: -10.30 / -9.79
Expectation value of S²: 0.75
Electronic energy in eV: -31528.835
HOMO energy (spin up / spin down) in Ha: -0.6578 / -0.6580
HOMO-LUMO gap (spin up / spin down) in eV: 7.60 / 8.12
Spin multiplicity: 2
Net charge: +2

***

This record from the OMol25 dataset describes the molecule C6H7Cl in a non-equilibrium geometry. The level of theory is ωB97M-V with the def2-TZVPD basis set.

XYZ file:
```
14
Properties=species:S:1:pos:R:3:nbo_charge:R:1
H 0.96714 -0.77919 -1.54453 0.20
H -1.15820 1.00494 1.49779 0.21
C -0.76230 -0.60494 -0.09941 -0.45
H 1.93547 1.25968 0.99075 0.23
C -0.38981 0.28679 1.20540 -0.26
C -0.74611 0.28147 -1.36711 -0.07
H 0.89238 0.54726 -2.85043 0.20
H 0.51452 -1.41531 2.43336 0.25
C 0.47924 0.16221 -1.96460 -0.42
H -0.09594 -1.53681 0.07131 0.22
C 0.72611 -0.44410 2.00296 -0.21
Cl -1.78513 1.54726 -1.58797 0.07
C 1.18528 0.59894 1.29966 -0.17
H -1.76266 -0.90820 -0.08719 0.21
```

LUMO in eV: 1.00
Electronic energy in eV: -18852.738
HOMO energy in Ha: -0.3242
HOMO-LUMO gap in eV: 9.82
Spin multiplicity: 1
SMILES: C=C(Cl)CC1C=C1

***

This record from the OMol25 dataset describes a structure of composition C6H7Cl2N in a non-equilibrium geometry. The level of theory is ωB97M-V with the def2-TZVPD basis set.

XYZ file:
```
16
Properties=species:S:1:pos:R:3:nbo_charge:R:1
H 2.45548 0.54751 0.47027 0.23
C 1.57684 -1.91723 -0.50067 -0.62
C 1.39788 0.38096 0.61923 -0.26
H 2.37933 -1.59552 -1.16555 0.21
N -0.46649 -0.61660 -0.28319 -0.32
H 2.02688 -2.46512 0.32712 0.21
C -2.48570 0.75913 -0.65779 -0.70
C 0.80272 -0.74074 -0.00012 0.02
H -2.99330 1.45274 0.00621 0.24
C -1.43212 0.03699 0.06300 0.31
H -3.21696 0.02350 -0.99807 0.26
H 0.91657 -2.58323 -1.04880 0.22
C 0.66899 1.35912 1.20962 -0.20
Cl -0.87094 1.13255 1.93474 0.18
Cl 1.34232 2.92699 1.55152 0.00
H -2.10151 1.29896 -1.52752 0.22
```

LUMO in eV: 0.47
Electronic energy in eV: -32866.958
HOMO energy in Ha: -0.2541
HOMO-LUMO gap in eV: 7.38
Spin multiplicity: 1

***

This record from the OMol25 dataset describes a structure of composition C6H7ClN2O2 in a non-equilibrium geometry. The level of theory is ωB97M-V with the def2-TZVPD basis set.

XYZ file:
```
18
Properties=species:S:1:pos:R:3:nbo_charge:R:1
N 1.53163 -0.59336 1.65718 -0.82
O 1.41333 3.36413 -1.27850 -0.50
H -2.75251 -0.78008 -1.46210 0.23
C -0.64872 -1.45056 -1.11219 0.09
C -1.87065 0.19150 0.10796 -0.18
C 0.52038 3.78704 -0.70353 1.02
H 1.47944 -2.14633 -0.49036 0.35
H -2.86267 0.81092 0.10967 0.23
H -0.50600 -2.18472 -1.90825 0.22
C -1.77412 -0.70496 -0.94201 -0.30
C 0.36911 -0.66977 0.87417 0.48
Cl 2.77144 -2.83418 -0.92135 -0.57
H 2.36484 -0.96751 1.08478 0.43
O -0.30743 4.19231 -0.00352 -0.52
C -0.90577 0.38567 0.98632 -0.26
H 1.75620 0.11573 2.34360 0.42
N 0.30769 -1.47372 -0.23195 -0.54
H -0.88620 0.95789 1.89008 0.22
```

LUMO in eV: 0.14
Electronic energy in eV: -25932.917
HOMO energy in Ha: -0.3335
HOMO-LUMO gap in eV: 9.21
Spin multiplicity: 1

***

This record from the OMol25 dataset describes the molecule C6H7ClN2O2 in a non-equilibrium geometry. The level of theory is ωB97M-V with the def2-TZVPD basis set.

XYZ file:
```
18
Properties=species:S:1:pos:R:3:nbo_charge:R:1
H 1.03280 0.94257 1.04381 0.24
C 1.34863 1.17626 -1.04782 -0.26
C -1.07915 1.35342 -0.33972 -0.28
H -0.30421 2.47466 -1.89934 0.22
C -0.72994 -0.96868 0.58204 0.21
H -2.00660 0.57154 1.26916 0.22
O 0.23311 -0.99056 -1.51866 -0.38
H -1.89428 2.14283 -0.57074 0.22
O 0.15021 -2.81775 -0.31553 -0.43
Cl 3.30973 0.22491 0.31047 0.08
C -1.32824 0.28080 0.55838 -0.17
H -1.60238 -2.25228 1.86130 0.38
C -0.01189 1.66216 -1.13383 -0.10
N -0.05849 -1.59645 -0.48032 0.46
C 1.77413 0.77441 0.14934 -0.22
H 1.93400 1.24764 -1.87072 0.22
H -0.01884 -2.47924 1.69197 0.41
N -0.74859 -1.74625 1.71023 -0.83
```

LUMO (spin up / spin down) in eV: -1.33 / -1.33
Electronic energy in eV: -25927.043
HOMO energy (spin up / spin down) in Ha: -0.3017 / -0.3018
HOMO-LUMO gap (spin up / spin down) in eV: 6.88 / 6.88
Spin multiplicity: 1
SMILES: N/C(=C/C=C\C=C\Cl)[N+](=O)[O-]

***

This record from the OMol25 dataset describes the molecule C6H7ClN6O in a non-equilibrium geometry. The level of theory is ωB97M-V with the def2-TZVPD basis set.

XYZ file:
```
21
Properties=species:S:1:pos:R:3:nbo_charge:R:1
Cl -2.03782 0.31133 1.62240 0.00
N 1.72508 0.67257 -0.01510 -0.56
O -1.28099 -2.60683 -1.24448 -0.52
C 2.19894 -1.58876 0.52566 -0.10
C -2.38917 0.56331 -0.09950 0.58
C 0.42936 0.35243 -0.31620 0.41
N 1.03710 -1.94515 0.07796 -0.28
N -3.37717 1.54031 -0.37429 -0.80
H -2.99082 -0.86035 -1.41256 0.42
H 4.39784 -0.17532 1.38767 0.40
N 3.68147 0.32294 0.86044 -0.78
C 0.11635 -1.01548 -0.22925 -0.19
H -3.20336 1.86686 -1.31054 0.41
C 2.52853 -0.19101 0.49929 0.39
H -3.41222 2.30185 0.36029 0.42
H 0.08227 2.30918 -0.27613 0.37
H 2.79467 -2.34997 1.04866 0.19
N -2.30689 -0.64745 -0.65614 -0.69
N -0.35962 1.36930 -0.68044 -0.79
H 3.45900 1.30706 0.98176 0.41
C -1.09256 -1.53683 -0.74950 0.71
```

LUMO in eV: -0.27
Electronic energy in eV: -29844.103
HOMO energy in Ha: -0.2828
HOMO-LUMO gap in eV: 7.42
Spin multiplicity: 1

***

Q: Look up the electronic energy of the third one.
A: -32866.958 eV